Record 1
Entry from the Open Molecules 2025 dataset: the ion C10H15FN3 with charge +1 (ωB97M-V/def2-TZVPD).

Geometry (Å):
C (-2.65, -1.89, 0.70)
C (-1.29, -2.32, 0.06)
F (-1.41, -3.32, -0.92)
N (-0.50, -1.23, -0.55)
C (-0.88, -0.46, -1.52)
N (-2.18, -0.66, -2.10)
N (-0.06, 0.56, -2.10)
C (0.11, 1.73, -1.21)
C (1.05, 1.46, 0.02)
C (0.62, 2.00, 1.31)
C (1.46, 1.71, 2.47)
C (2.68, 0.93, 2.33)
C (3.13, 0.43, 1.04)
C (2.30, 0.70, -0.13)
H (-3.48, -2.35, 0.10)
H (-2.72, -0.77, 0.70)
H (-2.72, -2.26, 1.75)
H (-0.67, -2.77, 0.88)
H (0.45, -1.07, -0.17)
H (-2.05, -1.22, -2.95)
H (-2.52, 0.28, -2.33)
H (0.82, 0.20, -2.47)
H (-0.87, 2.19, -0.91)
H (0.64, 2.52, -1.82)
H (-0.32, 2.60, 1.39)
H (1.15, 2.11, 3.46)
H (3.30, 0.70, 3.23)
H (4.06, -0.16, 0.90)
H (2.57, 0.36, -1.15)

Properties
HOMO-LUMO gap: 8.20 eV
HOMO level: -12.54 eV
SMILES: C[C@@H](F)N/C(N)=[NH+]\Cc1ccccc1
Total charge: +1


Record 2
Entry from the Open Molecules 2025 dataset: a structure of composition C21H13ClIN4O3PdS3 (ωB97M-V/def2-TZVPD).

Geometry (Å):
Pd (-0.77, 1.91, 0.83)
Cl (2.69, -3.46, -1.93)
C (1.48, -2.38, -1.41)
C (0.15, -2.70, -1.66)
C (-0.87, -1.86, -1.26)
I (-2.83, -2.34, -1.61)
C (-0.58, -0.63, -0.58)
O (-1.48, 0.16, -0.21)
C (0.83, -0.32, -0.32)
N (1.08, 0.83, 0.34)
C (2.33, 1.18, 0.59)
C (3.41, 0.38, 0.21)
C (3.18, -0.80, -0.45)
C (1.85, -1.17, -0.73)
H (-0.07, -3.63, -2.17)
H (2.48, 2.10, 1.13)
H (4.41, 0.70, 0.45)
H (4.00, -1.44, -0.75)
C (-5.01, 4.35, -3.62)
C (-3.55, 4.22, -3.35)
C (-2.59, 4.16, -4.35)
C (-1.26, 4.03, -3.98)
N (-0.89, 3.98, -2.70)
C (-1.88, 4.05, -1.84)
S (-1.44, 4.03, -0.12)
N (-3.17, 4.16, -2.06)
H (-5.21, 4.43, -4.69)
H (-5.40, 5.24, -3.12)
H (-5.54, 3.49, -3.22)
H (-2.87, 4.21, -5.39)
H (-0.47, 3.97, -4.72)
O (0.92, -2.61, 3.64)
S (1.15, -1.40, 4.38)
O (2.43, -1.13, 4.95)
N (0.73, -0.10, 3.38)
C (-0.29, 0.50, 3.87)
S (-0.97, 1.88, 3.04)
C (-0.87, -0.02, 5.13)
C (-1.96, 0.43, 5.86)
C (-2.29, -0.26, 7.02)
C (-1.55, -1.37, 7.43)
C (-0.46, -1.82, 6.69)
C (-0.15, -1.12, 5.55)
H (-2.54, 1.29, 5.54)
H (-3.14, 0.06, 7.61)
H (-1.83, -1.89, 8.34)
H (0.12, -2.68, 7.01)

Properties
HOMO-LUMO gap (spin up / spin down): 7.74 / 5.69 eV
HOMO level (spin up / spin down): -11.55 / -11.81 eV
Expectation value of S²: 6.05
Spin multiplicity: 5
Total charge: +1


Record 3
Entry from the Open Molecules 2025 dataset: an isolated molecule of O2Si (ωB97M-V/def2-TZVPD).

Geometry (Å):
O (0.28, 0.46, 1.38)
Si (-0.01, -0.02, 0.00)
O (-0.27, -0.44, -1.38)

Properties
HOMO-LUMO gap: 10.92 eV
HOMO level: -12.48 eV
SMILES: O=[Si]=O


Record 4
Entry from the Open Molecules 2025 dataset: a cluster of 5 separate species, C11H21Cl8IO4S in total (ωB97M-V/def2-TZVPD).

Geometry (Å):
C (0.19, 0.09, -1.39)
C (-0.95, 0.01, -0.37)
C (-1.03, -1.30, 0.44)
C (0.29, -2.02, 0.71)
C (0.10, -3.15, 1.73)
O (1.25, -1.04, 1.15)
S (2.81, -1.42, 1.22)
O (3.46, -0.15, 1.04)
O (3.08, -2.17, -0.24)
C (3.10, -3.59, -0.15)
C (2.24, -4.26, -1.22)
O (1.72, -5.31, -1.07)
I (2.06, -3.21, -3.09)
H (-0.11, 0.78, -2.19)
H (0.43, -0.86, -1.85)
H (1.08, 0.53, -0.95)
H (-0.91, 0.87, 0.30)
H (-1.89, 0.09, -0.92)
H (-1.67, -2.01, -0.09)
H (-1.50, -1.10, 1.41)
H (0.61, -2.48, -0.23)
H (-0.94, -3.19, 2.06)
H (0.34, -4.13, 1.31)
H (0.72, -2.99, 2.62)
H (4.12, -3.95, -0.30)
H (2.72, -3.94, 0.81)
C (-5.42, 0.05, 0.21)
Cl (-4.30, -0.72, -0.92)
Cl (-4.84, 1.63, 0.72)
H (-6.38, 0.17, -0.29)
H (-5.52, -0.58, 1.09)
C (4.85, -0.69, 5.36)
Cl (4.27, -0.95, 3.71)
Cl (3.82, -1.46, 6.57)
H (5.84, -1.12, 5.44)
H (4.87, 0.37, 5.55)
C (-2.97, 4.68, -1.33)
Cl (-2.21, 3.13, -1.71)
Cl (-3.29, 4.87, 0.39)
H (-2.30, 5.47, -1.66)
H (-3.92, 4.74, -1.86)
C (-0.82, 5.96, -4.48)
Cl (0.90, 6.32, -4.36)
Cl (-1.80, 7.02, -3.45)
H (-1.14, 6.10, -5.51)
H (-0.98, 4.93, -4.16)

Properties
HOMO-LUMO gap: 10.00 eV
HOMO level: -9.72 eV


Please write out number 3 again, unchanged.
Entry from the Open Molecules 2025 dataset: an isolated molecule of O2Si (ωB97M-V/def2-TZVPD).

Geometry (Å):
O (0.28, 0.46, 1.38)
Si (-0.01, -0.02, 0.00)
O (-0.27, -0.44, -1.38)

Properties
HOMO-LUMO gap: 10.92 eV
HOMO level: -12.48 eV
SMILES: O=[Si]=O


> Which formula does entry 2 have?

C21H13ClIN4O3PdS3